Record 1
This record from the Open Molecules 2025 dataset describes a cluster of 9 separate species, C13H19Cl21O6 in total. The level of theory is ωB97M-V/def2-TZVPD.

Atoms and positions in Å:
C: -1.77 -0.13 -4.40
O: -2.17 -0.96 -3.35
C: -3.36 -1.67 -3.52
O: -4.07 -1.69 -4.55
O: -3.63 -2.38 -2.38
C: -2.94 -2.24 -1.13
H: -2.31 -0.27 -5.34
H: -0.72 -0.38 -4.54
H: -1.74 0.94 -4.21
H: -3.40 -2.87 -0.37
H: -2.90 -1.20 -0.81
H: -1.96 -2.69 -1.23
C: 0.16 1.09 -0.98
O: 0.16 -0.26 -0.52
C: 0.26 -0.52 0.76
O: 0.61 0.28 1.63
O: 0.04 -1.90 0.90
C: 0.00 -2.41 2.17
H: -0.13 1.70 -0.13
H: -0.65 1.18 -1.71
H: 1.13 1.35 -1.39
H: -0.69 -2.01 2.92
H: 0.94 -2.24 2.70
H: -0.13 -3.48 2.02
C: -4.00 2.02 0.77
Cl: -3.06 0.91 1.86
Cl: -3.22 1.92 -0.84
Cl: -4.03 3.69 1.37
H: -5.02 1.67 0.65
C: 3.88 1.65 0.52
Cl: 4.55 0.06 -0.02
Cl: 3.65 2.89 -0.71
Cl: 4.75 2.38 1.90
H: 2.88 1.41 0.87
C: -2.20 -0.79 5.70
Cl: -2.99 -2.20 4.80
Cl: -3.43 0.54 5.93
Cl: -0.84 -0.17 4.94
H: -1.85 -1.11 6.68
C: 2.08 2.03 -5.00
Cl: 1.82 3.17 -6.40
Cl: 1.43 2.90 -3.60
Cl: 3.85 1.67 -4.98
H: 1.54 1.11 -5.23
C: 1.16 -2.72 -2.47
Cl: 0.93 -4.04 -3.54
Cl: 1.41 -1.19 -3.41
Cl: 2.65 -2.96 -1.46
H: 0.36 -2.51 -1.76
C: 3.88 -3.12 4.14
Cl: 3.03 -4.11 2.92
Cl: 2.98 -3.22 5.65
Cl: 3.87 -1.50 3.49
H: 4.86 -3.60 4.18
C: 0.88 5.29 2.03
Cl: 0.82 3.88 0.88
Cl: 2.10 5.11 3.32
Cl: -0.60 5.57 2.84
H: 1.16 6.14 1.41

**HOMO level (spin up / spin down)**: -0.10 / -6.72 eV
**Total energy**: -289042.944 eV
**LUMO level (spin up / spin down)**: 1.59 / 1.59 eV
**Net charge**: -1
**Spin multiplicity**: 2
**Orbital gap (spin up / spin down)**: 1.698 / 8.314 eV

---

Record 2
This record from the Open Molecules 2025 dataset describes a cluster of 2 separate species, C13H19ClF2N2O3P in total. The level of theory is ωB97M-V/def2-TZVPD.

Atoms and positions in Å:
N: -1.73 -2.45 4.94
C: -1.95 -1.66 3.72
C: -0.69 -1.57 2.85
N: -0.95 -1.18 1.47
C: -1.59 0.13 1.35
C: -3.13 0.12 1.26
C: -3.73 -0.88 0.29
F: -3.73 -2.18 0.82
C: 0.27 -1.25 0.67
C: 1.17 0.00 0.74
O: 1.77 0.21 1.80
O: 1.12 0.70 -0.29
P: -0.23 -1.54 -1.08
O: 1.21 -1.78 -1.83
Cl: -0.73 -3.57 -0.82
H: -2.00 -3.41 4.78
H: -0.76 -2.42 5.19
H: -2.73 -2.11 3.11
H: -2.31 -0.66 3.99
H: 0.06 -0.92 3.32
H: -0.27 -2.58 2.83
H: -1.31 0.77 2.20
H: -1.22 0.62 0.45
H: -3.43 1.12 0.93
H: -3.59 -0.03 2.24
H: -4.77 -0.62 0.11
H: -3.18 -0.87 -0.65
H: 0.84 -2.11 1.01
H: 1.56 -2.64 -1.56
F: 5.34 3.12 -4.94
C: 4.16 2.92 -4.29
C: 4.13 2.08 -3.20
C: 2.93 1.89 -2.54
C: 1.78 2.52 -2.99
C: 1.84 3.36 -4.09
C: 3.04 3.57 -4.76
H: 5.04 1.59 -2.87
H: 2.86 1.24 -1.67
H: 0.85 2.35 -2.46
H: 0.94 3.85 -4.45
H: 3.11 4.22 -5.62

**HOMO level**: -4.68 eV
**Total energy**: -50161.307 eV
**LUMO level**: 3.10 eV
**Net charge**: -1
**Orbital gap**: 7.779 eV

---

Record 3
This record from the Open Molecules 2025 dataset describes a cluster of 2 separate species, C13H19ClF3N2O2PS in total. The level of theory is ωB97M-V/def2-TZVPD.

Atoms and positions in Å:
C: -2.11 -3.37 -3.85
C: -2.12 -1.79 -3.82
C: -3.54 -1.39 -3.21
C: -1.05 -1.22 -2.84
C: 0.39 -1.12 -3.44
C: 1.47 -1.41 -2.33
Cl: 3.09 -1.08 -3.11
C: 1.38 -2.89 -1.99
N: 1.55 -3.96 -1.72
C: 1.31 -0.45 -1.08
C: 2.36 0.66 -1.13
N: 3.06 1.52 -1.29
P: 1.52 -1.27 0.59
S: 3.19 -2.22 0.85
H: -1.51 -3.78 -3.01
H: -1.70 -3.73 -4.82
H: -3.12 -3.79 -3.75
H: -1.98 -1.36 -4.83
H: -3.40 -0.56 -2.48
H: -4.22 -0.98 -3.98
H: -3.97 -2.23 -2.64
H: -1.34 -0.19 -2.53
H: -1.05 -1.83 -1.91
H: 0.63 -0.13 -3.86
H: 0.55 -1.91 -4.20
H: 0.34 0.09 -1.06
H: 0.35 -2.04 0.86
H: 1.49 -0.19 1.53
C: 1.71 4.77 4.24
C: 1.92 3.48 5.02
O: 0.66 2.88 5.36
C: 0.08 2.16 4.40
O: 0.52 2.00 3.30
C: -1.22 1.55 4.92
F: -1.97 2.43 5.60
F: -0.98 0.52 5.75
F: -1.99 1.08 3.93
H: 1.06 5.45 4.80
H: 2.67 5.26 4.06
H: 1.23 4.57 3.28
H: 2.42 3.70 5.96
H: 2.55 2.78 4.48

**HOMO level**: -8.90 eV
**Total energy**: -61661.762 eV
**LUMO level**: 0.27 eV
**SMILES string**: CC(C)CC[C@](Cl)(C#N)[C@H](C#N)[PH2]=S.CCOC(=O)C(F)(F)F
**Orbital gap**: 9.177 eV

---

Record 4
This record from the Open Molecules 2025 dataset describes a structure of composition C13H19ClIrOSi. The level of theory is ωB97M-V/def2-TZVPD.

Atoms and positions in Å:
C: 1.12 -1.81 -0.35
C: 0.95 -1.93 -1.78
C: -0.44 -1.96 -2.07
H: 1.75 -2.04 -2.49
C: -1.17 -1.62 -0.91
C: -0.22 -1.74 0.17
H: -0.47 -1.81 1.21
H: 2.06 -1.79 0.21
H: -0.90 -2.17 -3.01
H: -2.21 -1.33 -0.74
Ir: 0.38 0.15 -1.00
Cl: 2.16 1.25 0.06
C: -0.07 1.99 -1.93
C: -1.20 1.47 -2.64
C: -0.76 0.51 -3.57
H: -2.23 1.82 -2.50
C: 0.62 0.36 -3.47
C: 1.13 1.25 -2.45
H: 2.17 1.54 -2.32
H: 0.00 2.94 -1.40
H: -1.40 -0.02 -4.27
H: 1.27 -0.31 -4.04
C: 1.29 -0.49 2.55
Si: -0.34 0.47 2.23
C: -1.61 -0.61 3.12
C: -0.11 2.13 3.07
O: -0.76 0.80 0.67
H: 1.48 -0.44 3.61
H: 2.13 -0.03 2.05
H: 1.26 -1.54 2.25
H: -1.47 -0.61 4.21
H: -2.62 -0.24 2.98
H: -1.62 -1.66 2.81
H: 0.77 2.65 2.68
H: -0.97 2.78 2.89
H: 0.02 2.01 4.14

**HOMO level (spin up / spin down)**: -6.70 / -8.73 eV
**Total energy**: -39069.955 eV
**LUMO level (spin up / spin down)**: 0.32 / -2.22 eV
**Spin multiplicity**: 6
**Orbital gap (spin up / spin down)**: 7.015 / 6.513 eV